A 2-piece molecular cluster, CH2N2OS overall in a non-equilibrium geometry. Source: the Open Molecules 2025 dataset; level of theory: ωB97M-V/def2-TZVPD.

## Properties
HOMO-LUMO gap: 8.399 eV
E_tot: -16928.90364 eV
F_max: 4.67 eV Å⁻¹

Bonds (Å) are listed after each position.
Element x y z (Å)
1 N 0.7336 1.8108 -1.0503  N2 1.109
2 N -0.3666 1.6704 -1.0749  N1 1.109, O3 1.155
3 O -1.5118 1.6759 -0.9255  N2 1.155
4 C 0.4376 -1.2488 0.7170  S5 1.617, H6 1.178, H7 1.016
5 S -0.8381 -0.5695 1.4414  C4 1.617
6 H 1.0020 -2.1719 1.1824  C4 1.178
7 H 0.5434 -1.1668 -0.2902  C4 1.016

natural (NBO) atomic charge list, values in e, 2 entries:
1. N -0.1042
2. N 0.4295